{
  "formula": "C12H24MgN5O8P",
  "method": "wB97M-V/def2-TZVPD",
  "elements": ["Mg", "N", "C", "C", "C", "N", "H", "H", "H", "H", "H", "H", "H", "H", "H", "H", "O", "O", "N", "C", "P", "O", "O", "C", "N", "H", "H", "H", "H", "H", "H", "H", "H", "H", "H", "O", "C", "O", "C", "C", "C", "C", "C", "C", "N", "O", "O", "H", "H", "H", "H"],
  "xyz": [[0.428, -0.592, 1.936], [-0.176, -1.898, 3.543], [-1.623, -1.651, 3.868], [-1.940, -0.209, 4.234], [-1.896, 0.799, 3.091], [-0.487, 1.180, 2.769], [-0.124, -2.849, 3.184], [0.347, -1.922, 4.416], [-1.917, -2.308, 4.687], [-2.193, -1.946, 2.987], [-1.298, 0.126, 5.057], [-2.952, -0.204, 4.643], [-2.476, 1.684, 3.353], [-2.331, 0.376, 2.185], [-0.100, 1.637, 3.590], [-0.479, 1.893, 2.039], [2.707, -0.534, 2.605], [2.158, 0.085, 3.483], [-0.648, 1.654, -2.125], [0.816, 1.379, -2.117], [1.491, 1.570, -0.417], [0.971, 2.801, 0.225], [1.390, 0.250, 0.315], [3.271, 1.884, -0.809], [3.955, 2.293, 0.465], [-0.837, 2.604, -1.801], [-1.126, 0.960, -1.446], [-1.031, 1.528, -3.069], [1.296, 2.084, -2.797], [0.971, 0.364, -2.481], [3.341, 2.739, -1.479], [3.798, 1.033, -1.238], [3.817, 1.597, 1.197], [3.557, 3.178, 0.798], [4.962, 2.416, 0.338], [-1.567, 0.256, -0.168], [-1.166, -0.931, -0.249], [-0.806, -1.588, 0.776], [-1.034, -1.539, -1.610], [-0.277, -2.677, -1.866], [-0.065, -3.096, -3.174], [-0.560, -2.358, -4.244], [-1.292, -1.221, -3.956], [-1.591, -0.840, -2.669], [-1.696, -0.299, -5.032], [-1.809, 0.882, -4.713], [-1.828, -0.734, -6.143], [0.144, -3.233, -1.039], [0.514, -3.988, -3.370], [-0.373, -2.640, -5.271], [-2.237, 0.004, -2.501]],
  "energy_ev": -51383.3453,
  "homo_lumo_gap_ev": [6.626, 6.604],
  "charge": 2,
  "relative_energy_kj_mol": 0.00,
  "homo_ev": [-15.3440, -15.3440]
}